{"formula": "C40H118N10O14", "method": "ωB97M-V/def2-TZVPD", "species": ["O", "O", "O", "O", "O", "O", "O", "O", "O", "O", "O", "O", "O", "O", "N", "N", "N", "N", "N", "N", "N", "N", "N", "N", "C", "C", "C", "C", "C", "C", "C", "C", "C", "C", "C", "C", "C", "C", "C", "C", "C", "C", "C", "C", "C", "C", "C", "C", "C", "C", "C", "C", "C", "C", "C", "C", "C", "C", "C", "C", "C", "C", "C", "C", "H", "H", "H", "H", "H", "H", "H", "H", "H", "H", "H", "H", "H", "H", "H", "H", "H", "H", "H", "H", "H", "H", "H", "H", "H", "H", "H", "H", "H", "H", "H", "H", "H", "H", "H", "H", "H", "H", "H", "H", "H", "H", "H", "H", "H", "H", "H", "H", "H", "H", "H", "H", "H", "H", "H", "H", "H", "H", "H", "H", "H", "H", "H", "H", "H", "H", "H", "H", "H", "H", "H", "H", "H", "H", "H", "H", "H", "H", "H", "H", "H", "H", "H", "H", "H", "H", "H", "H", "H", "H", "H", "H", "H", "H", "H", "H", "H", "H", "H", "H", "H", "H", "H", "H", "H", "H", "H", "H", "H", "H", "H", "H", "H", "H", "H", "H", "H", "H"], "xyz": [[7.624, 3.463, -1.699], [2.337, -3.648, 3.160], [1.044, 1.598, -4.661], [-5.416, 2.175, 1.363], [-1.533, -0.148, 3.954], [0.268, 0.242, 7.190], [-0.767, -5.352, -0.933], [-1.557, 4.421, -1.421], [-5.479, -1.302, 4.177], [0.120, -4.017, 1.572], [2.860, 4.903, 2.446], [-5.129, 0.977, -5.224], [6.027, -0.904, -1.941], [1.227, 0.200, -0.212], [0.251, 3.990, 1.729], [-6.667, -0.529, 1.688], [5.967, 4.934, 0.282], [-1.449, -1.740, 1.373], [1.126, -1.158, 4.735], [-3.861, -3.512, -0.031], [-5.774, -3.531, 2.261], [-4.881, -2.351, -3.704], [8.223, -3.152, -1.958], [3.490, 3.047, -6.183], [9.405, -1.631, -3.404], [0.924, -0.675, 8.043], [2.197, 1.144, 0.176], [2.860, 0.486, 4.354], [-0.011, -5.561, -2.108], [-4.826, 3.097, 2.234], [-0.823, -0.912, 0.316], [0.468, -0.322, 0.851], [-2.868, -4.587, -0.045], [3.413, 2.017, -5.137], [-4.654, -0.342, -5.094], [-4.725, 0.951, 1.250], [6.160, 3.474, 0.224], [-4.833, -0.887, -3.688], [5.051, 2.697, 0.897], [-1.895, -4.534, -1.206], [-5.654, -0.117, 0.686], [-5.102, -0.323, 5.119], [-3.704, -0.402, -2.770], [-5.240, 1.323, -6.568], [1.072, 0.804, 6.165], [-0.855, 3.698, -0.434], [4.750, -1.504, -2.056], [6.364, 3.017, -1.212], [4.748, 1.994, -4.368], [1.980, -0.159, 5.406], [7.906, 2.770, -2.891], [0.013, 1.667, -3.713], [8.226, -1.741, -2.427], [-5.433, -3.660, 3.695], [6.890, -1.316, -2.992], [-2.623, 3.718, -2.009], [2.242, 2.143, -4.173], [-4.593, -4.925, 3.853], [-1.797, 0.147, -0.174], [0.715, 5.633, -0.029], [-3.532, -5.958, 0.120], [-0.341, 4.705, 0.587], [-4.630, -2.418, 4.108], [-6.357, 0.382, -0.556], [0.165, -1.093, 8.703], [-0.435, 2.671, -3.666], [0.748, -1.876, 5.345], [0.021, 3.146, -0.792], [-1.606, 3.089, 0.087], [2.796, 0.833, 1.043], [-4.096, -6.244, -0.773], [3.374, 1.005, -5.550], [2.594, 2.963, -6.674], [-4.138, 0.136, 4.859], [-3.634, -0.438, -5.484], [7.216, 2.990, -3.709], [4.682, 1.227, -3.595], [-3.201, 4.371, -2.657], [-2.229, -4.429, 0.832], [0.846, -6.192, -1.875], [-2.256, 2.845, -2.563], [-2.744, -0.728, -3.177], [2.492, 1.759, -3.173], [-2.148, 0.820, 0.615], [-4.323, 1.052, -7.116], [-5.044, -1.005, 0.499], [-5.880, 0.437, 5.109], [-0.447, 3.337, 2.073], [-3.765, 3.288, 2.020], [-5.649, 0.797, -1.277], [0.201, 0.435, 1.606], [-6.922, -0.339, -1.154], [-1.721, -1.062, 2.096], [-5.224, -5.809, 3.767], [1.688, -0.197, 8.660], [1.294, -1.514, 7.452], [-7.263, 0.284, 1.843], [9.378, -2.313, -4.251], [6.388, 1.915, -1.210], [7.826, 1.687, -2.716], [-1.170, 5.355, 0.902], [9.453, -0.597, -3.764], [-1.518, -3.512, -1.347], [0.304, 1.388, -2.692], [-0.570, -0.362, 3.949], [-3.857, -0.961, -1.843], [7.630, -3.251, -1.142], [8.929, 2.904, -3.238], [-3.787, -4.951, 3.122], [-3.787, -2.264, 3.422], [1.728, 1.540, 6.659], [2.093, 3.212, -3.934], [9.171, -3.418, -1.741], [2.877, 1.233, -0.672], [-7.101, 1.155, -0.357], [7.018, -0.453, -3.656], [-5.390, 4.025, 2.214], [-1.841, -0.458, 4.812], [6.474, -2.149, -3.566], [1.415, 5.000, -0.588], [-4.842, 2.702, 3.262], [-6.031, 0.820, -7.138], [-2.376, -4.818, -2.152], [-6.224, -2.619, 2.162], [-2.753, -6.694, 0.352], [-1.333, 0.806, -0.917], [-2.330, -2.075, 0.984], [7.164, 3.300, 0.626], [4.149, -1.018, -1.285], [-3.814, 1.142, 0.675], [4.841, 3.014, 1.919], [-5.332, 2.397, -6.711], [-0.780, 0.997, -4.048], [3.384, 1.329, 4.821], [1.690, -1.679, 4.064], [5.137, 5.202, -0.246], [3.606, -0.195, 3.953], [4.185, -1.341, -2.982], [5.190, 1.621, 0.812], [-4.140, -4.979, 4.846], [-5.564, -2.651, -4.386], [2.255, 5.107, 3.163], [-0.406, -3.148, 1.689], [0.261, 6.320, -0.741], [-3.723, 0.684, -2.714], [-3.331, 3.345, -1.255], [-4.155, -2.641, 5.070], [8.506, -1.116, -1.568], [-0.155, -4.364, 0.705], [-4.228, -6.022, 0.955], [1.757, 2.113, 0.446], [-4.597, -3.764, -0.691], [0.321, -4.604, -2.519], [-6.324, -3.615, 4.327], [-4.964, -0.729, 6.127], [0.555, 4.601, 2.461], [5.520, 3.289, -1.857], [2.653, -0.647, 6.122], [4.750, -2.585, -1.887], [2.276, 0.969, 3.566], [2.331, 4.386, 1.807], [1.051, -1.098, 1.365], [4.092, 2.954, 0.430], [-5.253, -0.993, -5.755], [5.496, 1.751, -5.120], [2.883, -4.403, 2.925], [6.723, 5.353, -0.255], [-0.578, -6.136, -2.849], [0.377, 1.293, 5.483], [10.312, -1.781, -2.817], [4.986, 2.970, -3.946], [-4.349, 0.614, 2.230], [-6.124, -0.619, 2.563], [-5.785, -0.559, -3.257], [-2.680, -0.289, -0.644], [-6.425, -4.250, 1.968], [3.372, 3.952, -5.725], [-5.038, -2.749, -2.794], [1.526, -3.740, 2.601], [1.300, 6.162, 0.719], [-4.372, -3.487, 0.867], [-0.648, -1.568, -0.543]], "atomic_forces_ev_per_a": [[-0.42, 0.15, -0.32], [-0.43, 0.18, -0.15], [0.41, -0.33, 0.00], [-0.55, 0.18, -0.07], [0.19, 0.14, -0.18], [-0.34, -0.45, -0.25], [-0.34, -0.33, -0.04], [0.27, 0.34, -0.37], [-0.05, -0.03, 0.42], [-0.70, 1.05, 0.11], [0.11, -0.17, -0.39], [-0.11, 0.06, 0.47], [-0.48, -0.74, -0.58], [-0.24, 0.22, -0.06], [-0.57, -0.85, -1.05], [0.87, 0.47, 0.28], [-0.03, 0.04, -0.10], [-0.09, 0.86, 0.00], [0.12, -0.14, -0.60], [-0.06, 0.31, -0.60], [-0.06, 0.65, 0.70], [0.90, 0.24, -0.97], [-0.78, 0.45, -0.48], [-1.31, -0.38, 0.00], [-0.31, 0.93, 0.35], [-0.64, -0.10, -0.24], [0.24, -0.03, 0.07], [-0.15, 1.35, 0.58], [0.18, -0.37, 0.03], [0.30, -0.43, 0.69], [-0.67, -0.23, -0.20], [-0.02, -0.44, 0.18], [-0.28, -0.37, 1.28], [0.74, -0.33, 0.86], [-0.99, -0.98, -0.62], [0.50, 0.36, 0.21], [0.74, 0.75, -0.90], [0.28, 0.25, 0.69], [-0.65, 0.62, 0.05], [-0.10, 0.60, -0.38], [-0.57, 0.00, 0.23], [0.55, 0.19, -0.08], [-0.61, -1.11, -0.70], [0.89, 0.16, -1.30], [0.92, 0.47, 0.51], [-0.65, 0.83, 0.92], [-0.80, 0.44, 0.83], [-0.07, -1.15, 0.38], [-0.76, 0.09, -0.58], [-0.63, -1.07, -0.09], [0.27, -0.91, -0.24], [-0.86, 0.22, -0.11], [1.24, -0.93, 0.30], [0.68, 0.44, -0.71], [0.47, 0.32, 0.00], [-0.18, -0.64, 0.21], [0.16, 1.12, 0.75], [-0.31, 0.13, 0.82], [0.23, 0.68, -0.30], [-0.01, -0.80, -0.37], [0.60, -0.42, 0.05], [0.57, 1.23, 0.25], [0.51, -1.02, 0.03], [-0.18, 0.20, -1.24], [-0.07, 0.18, 0.08], [0.28, 0.05, -0.02], [0.06, 0.24, 0.24], [-0.37, -0.37, -0.31], [0.42, -0.55, -0.08], [-0.11, -0.28, -0.07], [0.19, -0.06, -0.09], [-0.36, 0.21, -0.57], [0.38, 0.05, -0.33], [-0.13, 0.09, -0.19], [0.22, 0.12, 0.34], [-0.01, 0.31, 0.05], [0.39, 0.09, 0.10], [0.33, 0.16, -0.14], [-0.19, -0.02, 0.09], [0.09, 0.25, 0.28], [-0.15, 0.11, -0.12], [0.03, 0.04, -0.02], [-0.02, -0.65, -0.21], [0.47, -0.36, 0.18], [0.07, 0.01, 0.15], [0.08, 0.03, -0.29], [0.03, 0.02, 0.12], [0.27, 0.04, 0.37], [-0.07, 0.08, -0.32], [0.08, 0.20, 0.19], [0.14, 0.19, -0.13], [0.19, -0.55, 0.51], [0.06, -0.55, 0.18], [0.08, -0.07, -0.26], [0.28, -0.06, -0.14], [0.46, -0.04, 0.27], [-0.09, -0.16, -0.03], [-0.16, -0.12, 0.06], [-0.06, 0.00, -0.06], [-0.12, -0.02, 0.05], [-0.17, -0.28, -0.04], [0.06, -0.15, -0.17], [-0.29, 0.14, 0.03], [0.29, -0.15, -0.13], [-0.28, -0.15, 0.37], [0.13, 0.62, 0.22], [0.22, -0.08, 0.05], [0.02, 0.60, 0.25], [-0.06, -0.01, -0.13], [-0.10, 0.19, -0.24], [-0.07, 0.21, -0.30], [-0.05, 0.14, -0.30], [-0.01, -0.13, 0.29], [-0.02, 0.24, 0.03], [0.27, 0.16, 0.37], [0.09, -0.11, -0.11], [-0.02, 0.03, -0.17], [0.16, 0.03, -0.02], [-0.08, 0.03, 0.04], [0.11, 0.13, 0.00], [-0.06, 0.09, 0.00], [-0.33, -0.10, 0.50], [0.00, -0.19, 0.03], [-0.31, -0.30, -0.45], [-0.18, -0.12, -0.40], [0.06, -0.19, -0.06], [0.00, -0.15, 0.00], [-0.30, -0.17, 0.67], [-0.08, -0.26, 0.13], [-0.53, -0.22, -0.31], [0.60, -0.15, 0.17], [-0.26, 0.06, 0.43], [0.07, -0.08, 0.05], [0.22, -0.19, -0.02], [-0.05, -0.05, 0.05], [-0.13, -0.19, 0.24], [-0.14, -0.13, -0.12], [0.57, 0.27, -0.33], [0.08, -0.03, 0.14], [-0.02, 0.03, 0.00], [-0.15, -0.29, 0.30], [0.13, 0.00, 0.11], [0.42, -1.05, -0.37], [0.00, 0.08, 0.10], [0.00, -0.01, 0.48], [0.10, 0.00, 0.15], [-0.25, 0.20, 0.25], [-0.43, 0.42, -0.24], [0.34, -0.06, 0.27], [-0.01, 0.45, 0.08], [-0.05, -0.06, -0.17], [0.12, 0.18, -0.07], [0.04, -0.08, -0.16], [-0.04, -0.47, 0.13], [-0.33, -0.17, -0.03], [-0.44, 0.30, 0.25], [0.12, 0.36, -0.08], [0.01, 0.09, 0.05], [0.28, -0.02, 0.11], [-0.09, -0.38, -0.19], [0.25, 0.17, 0.49], [-0.06, -0.02, 0.03], [0.13, -0.13, -0.42], [-0.05, 0.08, -0.07], [0.29, -0.05, 0.26], [-0.04, 0.04, 0.00], [0.07, -0.02, 0.23], [-0.20, 0.31, -0.07], [0.07, 0.08, -0.02], [0.12, -0.20, -0.22], [-0.05, -0.03, 0.12], [-0.17, 0.01, 0.16], [-0.75, -0.11, -0.36], [0.04, 0.68, -0.36], [0.32, -0.05, 0.33], [-0.11, 0.07, 0.09], [0.37, -0.08, 0.05], [-0.22, 0.02, 0.10], [0.54, -0.22, 0.12], [-0.15, 0.20, 0.09], [0.37, -0.20, -0.23], [0.48, -0.02, 0.12]], "mulliken_charge": [-0.4317, -0.6356, -0.4615, -0.4931, -0.4872, -0.3377, -0.4149, -0.5088, -0.5030, -0.8240, -0.6545, -0.2938, -0.1320, -0.1428, -0.3316, -0.7612, -0.7312, 0.7700, -0.2580, -0.1575, -0.6231, -0.7444, -0.7437, -0.7919, -1.5033, -0.6843, -0.3003, -1.6551, -0.8199, -0.4904, 1.3452, -1.0179, 1.5833, 0.3855, -0.9045, 1.0680, 0.0311, 1.3346, -0.7966, -0.7043, 2.5554, -0.7586, -0.3811, -0.8375, -0.6210, 1.5402, -0.6526, 0.1127, -1.1546, 0.6247, -0.2426, -0.2657, 0.6631, 0.3410, -0.8644, -0.2704, 0.2712, -1.3886, 1.3116, -1.5767, -1.8232, -0.0469, -0.4088, -1.6368, 0.2348, 0.3506, 0.2113, -0.1981, -0.8862, 0.4473, 0.4204, 0.3542, 0.3347, 0.0870, 0.3932, 0.2121, 0.1825, 0.4324, -0.4612, 0.2750, -0.0489, 0.4950, -0.4432, 0.3803, 0.3274, -1.1575, 0.3319, -0.0106, 0.0257, 0.1147, 0.1947, 0.4340, -0.4114, 0.3745, 0.2843, 0.2867, 0.4863, 0.3487, -0.0492, -0.0826, 0.3620, 0.3326, -0.0262, 0.1522, 0.0168, -0.8804, 0.2325, 0.3889, 0.1245, -0.2765, 0.4312, 0.1054, 0.2405, 0.0670, 0.3735, 0.1940, 0.3172, 0.2904, 0.6184, 0.2505, 0.2286, 0.3125, 0.7178, 0.1290, 0.4401, -0.2864, -0.6237, 0.4171, -0.0422, -0.6803, 0.4382, 0.2725, 0.0407, 0.5028, -0.0064, 0.2393, 0.4346, 0.3414, 0.4413, 0.4433, 0.2958, 0.2995, 0.2188, 0.3571, 0.0984, 0.1042, 0.6155, 0.1509, 0.3465, 0.3278, -0.0843, 0.4944, 0.3145, 0.4337, 0.3796, 0.3411, 0.0454, 0.3360, 0.3915, 0.0890, 0.3166, 0.3566, -0.3799, 0.3553, 0.4689, 0.2797, 0.3578, 0.3115, 0.1857, 0.4355, 0.2077, -0.1625, -0.1232, -0.0456, -1.2105, 0.2376, 0.3145, 0.0934, 0.4360, 0.4820, -0.3924, -0.0943], "e_homo_ev": -8.88, "charge": 0, "e_above_lowest_kcal_mol": 0.0, "energy_ev": -86955.2838, "e_lumo_ha": 0.01515}